1.
ORCA calculation (ωB97M-V/def2-TZVPD) on 2 unconnected molecules or ions with the total composition C2H9NO.

```
13
Properties=species:S:1:pos:R:3:nbo_charge:R:1
C 0.09 1.92 0.08 -0.243
O 0.00 0.70 -0.64 -0.582
C -1.22 -0.07 -0.89 -0.241
H -0.60 2.72 -0.34 0.174
H -0.02 1.65 1.19 0.170
H 1.07 2.37 0.01 0.195
H -2.16 0.43 -0.38 0.165
H -1.45 -0.18 -1.93 0.189
H -1.28 -1.03 -0.45 0.175
N 1.19 -2.30 1.11 -1.079
H 0.53 -1.53 0.72 0.370
H 1.81 -1.96 1.78 0.354
H 0.60 -3.00 1.59 0.352
```

Output
* SMILES string: COC.N
* energy relative to the best compared isomer or geometry (same formula, charge and spin): 155.5 kJ/mol

2.
ORCA calculation (ωB97M-V/def2-TZVPD) on a molecular structure, C5H4CuO4.

```
14
Properties=species:S:1:pos:R:3:lowdin_spin:R:1
C 0.16 0.40 1.43 0.001
C 0.93 1.04 2.12 0.002
H 1.64 1.60 2.70 0.000
H -2.33 -1.40 1.31 0.000
O -0.52 -0.26 0.31 0.012
C -0.71 -1.58 0.31 0.039
O 0.06 -2.26 -0.37 0.281
O -1.72 -2.07 0.94 0.019
Cu 0.34 -4.07 -0.69 1.644
C 0.34 1.92 -1.70 0.000
C -0.13 0.85 -2.08 0.001
O 0.62 2.87 -0.86 0.000
H -0.25 0.01 -2.74 0.000
H 1.57 2.95 -0.69 0.000
```

Output
* charge: +1
* DFT total energy: -58062.4431 eV
* 2S+1: 3